This record from the OMol25 dataset describes a structure of composition C10H22Cl2DyO3P at a distorted geometry. The level of theory is ωB97M-V/def2-TZVPD.

Summary:
Maximum force = 6.41 eV/A
Electronic energy = -2766.176657 hartree
Relative energy (zero: lowest compared OMol25 entry of this formula, charge and spin) = 1.1505 eV
Kohn-Sham gap (alpha / beta) = 0.2568 / 0.3422 Eh
<S²> = 9.29

Structure (ORCA input):
```
! wB97M-V def2-TZVPD RIJCOSX def2/J DEFGRID3
* xyz 2 6
C 6.09 0.95 0.22
C 4.59 1.00 0.14
H 6.39 0.86 1.27
H 6.55 1.86 -0.19
H 6.49 0.10 -0.33
O 3.77 0.78 1.02
Cl 4.01 1.43 -1.49
Dy 0.62 0.94 0.09
P 0.33 -1.83 0.24
C -0.36 -2.93 1.48
C -0.57 -2.36 -1.25
H 2.51 -1.93 -0.79
H 1.93 -3.55 -0.27
H 2.58 -2.37 0.92
C 2.00 -2.49 0.00
H -0.20 -1.80 -2.12
H -0.43 -3.44 -1.39
H -0.24 -3.97 1.13
H -1.42 -2.71 1.61
H -1.64 -2.14 -1.15
H 0.13 -2.80 2.43
C -0.07 -0.09 2.27
O -0.41 -0.30 3.36
Cl 0.42 0.88 -2.37
C -2.79 2.78 -1.60
C -1.85 2.72 -0.42
O -1.58 1.31 -0.01
C -2.77 0.42 -0.08
C -3.87 0.92 0.84
H -2.37 2.28 -2.47
H -2.92 3.83 -1.85
H -3.75 2.35 -1.35
H -0.89 3.24 -0.66
H -2.29 3.19 0.48
H -3.07 0.41 -1.12
H -2.46 -0.59 0.17
H -4.35 1.83 0.47
H -4.64 0.13 0.92
H -3.48 1.08 1.86
*
```



This record from the OMol25 dataset describes a structure of composition C10H22CuNO8P at a distorted geometry. The level of theory is ωB97M-V/def2-TZVPD.

Summary:
Maximum force = 2.51 eV/A
Electronic energy = -3032.846603 hartree
Relative energy (zero: lowest compared OMol25 entry of this formula, charge and spin) = 0.0000 eV
Kohn-Sham gap = 0.1626 Eh

Structure (ORCA input):
```
! wB97M-V def2-TZVPD RIJCOSX def2/J DEFGRID3
* xyz -1 1
Cu -2.67 -1.85 -0.46
C -4.98 -0.67 -0.27
O -3.92 0.07 -0.37
O -6.09 -0.40 -0.81
O -4.81 -1.83 0.32
C -2.23 0.88 -3.03
O -3.14 1.65 -3.20
N -0.96 1.11 -3.49
C 0.05 0.09 -3.27
C -0.61 2.13 -4.46
H -2.20 -0.01 -2.37
H 0.27 -0.50 -4.17
H -0.20 -0.59 -2.47
H 1.03 0.56 -3.09
H -1.39 2.88 -4.54
H 0.34 2.60 -4.18
H -0.47 1.68 -5.45
C -0.92 2.12 0.84
C 0.56 1.76 0.97
O 0.76 0.53 1.71
P 0.68 -0.81 0.86
O -0.52 -0.91 0.00
O 0.90 -2.00 1.88
C 0.11 -2.13 3.09
C 1.05 -2.15 4.29
O 1.99 -0.79 -0.07
C 3.25 -1.09 0.55
C 3.78 0.01 1.48
H -1.47 1.27 0.43
H -1.26 2.41 1.84
H -0.99 2.90 0.08
H 0.99 1.79 -0.03
H 1.09 2.58 1.46
H -0.63 -1.34 3.19
H -0.37 -3.10 2.97
H 0.50 -2.47 5.16
H 1.85 -2.88 4.12
H 1.50 -1.16 4.40
H 3.22 -2.03 1.11
H 4.02 -1.22 -0.21
H 4.80 -0.24 1.79
H 3.84 0.98 0.98
H 3.26 0.16 2.42
*
```



This record from the OMol25 dataset describes a structure of composition C10H22CuO6S2 at a distorted geometry. The level of theory is ωB97M-V/def2-TZVPD.

Summary:
Maximum force = 3.72 eV/A
Electronic energy = -3282.389157 hartree
Relative energy (zero: lowest compared OMol25 entry of this formula, charge and spin) = 1.4413 eV
Kohn-Sham gap = 0.2082 Eh

Structure (ORCA input):
```
! wB97M-V def2-TZVPD RIJCOSX def2/J DEFGRID3
* xyz -1 1
Cu 0.72 -0.46 -1.68
C 4.22 0.64 -1.71
O 2.96 0.15 -2.14
H 4.97 0.39 -2.47
H 4.30 1.70 -1.47
H 4.64 0.05 -0.90
C -1.87 -1.17 -3.93
O -0.65 -1.52 -3.41
H -2.72 -1.59 -3.39
H -2.18 -0.14 -4.07
H -2.05 -1.64 -4.90
C -3.92 -2.08 -0.41
C -4.09 -0.52 -0.33
C -2.67 0.01 -0.29
S -1.69 -1.24 0.74
O -1.31 -0.79 2.06
O -0.52 -1.68 -0.07
C -2.99 -2.53 0.76
H -3.48 -2.46 -1.33
H -4.89 -2.56 -0.28
H -4.65 -0.27 0.57
H -4.59 -0.07 -1.19
H -2.35 0.96 0.14
H -2.34 -0.02 -1.33
H -3.41 -2.42 1.76
H -2.49 -3.49 0.77
C 3.23 0.81 2.30
C 3.12 2.37 2.34
C 2.12 2.76 1.25
S 0.77 1.53 1.36
O 0.36 1.11 -0.02
O -0.24 2.00 2.32
C 1.83 0.20 2.14
H 3.68 0.38 3.20
H 3.95 0.46 1.55
H 4.06 2.92 2.26
H 2.73 2.61 3.33
H 2.55 2.60 0.26
H 1.67 3.74 1.35
H 1.73 -0.80 1.70
H 1.47 0.09 3.16
*
```



This record from the OMol25 dataset describes a structure of composition C10H22ErIOPS at a distorted geometry. The level of theory is ωB97M-V/def2-TZVPD.

Summary:
Maximum force = 9.00 eV/A
Electronic energy = -2520.253248 hartree
Kohn-Sham gap (alpha / beta) = 0.1825 / 0.1812 Eh
<S²> = 3.76

Structure (ORCA input):
```
! wB97M-V def2-TZVPD RIJCOSX def2/J DEFGRID3
* xyz 3 4
C -2.71 1.19 1.21
C -1.25 1.47 0.49
C -1.35 1.65 -1.14
C -0.54 0.42 -1.86
C 1.07 0.65 -2.04
P 2.15 -0.02 -0.61
C 1.67 -1.86 -0.94
S 1.27 -2.62 0.73
C -0.21 -3.76 0.65
C -1.53 -3.04 1.30
C 2.87 1.72 -0.20
C 2.05 2.53 0.96
O 1.54 3.74 0.60
I 1.75 1.89 3.03
H -3.12 2.21 1.63
H -3.47 0.77 0.43
H -2.54 0.39 2.06
H -0.75 2.43 0.92
H -0.58 0.51 0.70
H -1.07 2.72 -1.52
H -2.50 1.51 -1.41
H -0.99 0.32 -2.96
H -0.84 -0.58 -1.31
H 1.39 0.03 -3.01
H 1.24 1.79 -2.25
H 1.69 -0.19 0.77
H 3.53 -0.41 -0.96
H 0.85 -1.99 -1.76
H 2.64 -2.43 -1.34
H -0.38 -4.10 -0.47
H 0.02 -4.72 1.32
H -2.41 -3.83 1.46
H -1.92 -2.11 0.67
H -1.24 -2.65 2.38
H 3.97 1.56 0.22
H 3.02 2.41 -1.16
Er -3.29 2.36 3.40
*
```



This record from the OMol25 dataset describes a cluster of 2 separate species, C10H22FN4O3 in total. The level of theory is ωB97M-V/def2-TZVPD.

Summary:
Maximum force = 0.35 eV/A
Electronic energy = -938.529214 hartree
Relative energy (zero: lowest compared OMol25 entry of this formula, charge and spin) = 0.0000 eV
Kohn-Sham gap = 0.3105 Eh

Structure (ORCA input):
```
! wB97M-V def2-TZVPD RIJCOSX def2/J DEFGRID3
* xyz 1 1
F -1.84 2.29 4.74
C -2.32 1.06 4.34
C -1.14 0.12 4.16
N -1.49 -1.00 3.31
C -0.60 -1.74 2.67
N -0.89 -2.76 1.84
C 0.27 -3.18 1.40
N 1.29 -2.51 1.92
N 0.74 -1.57 2.74
H -3.01 0.70 5.10
H -2.85 1.18 3.39
H -0.77 -0.24 5.12
H -0.36 0.71 3.67
H -2.45 -1.29 3.19
H 0.40 -3.97 0.67
H 2.28 -2.58 1.77
H 1.28 -0.91 3.27
C 1.60 3.51 -3.82
O 1.03 2.24 -3.55
C 1.90 1.17 -3.88
C 1.48 -0.09 -3.17
O 1.80 -0.10 -1.78
C 0.93 0.62 -0.92
C -0.30 -0.16 -0.54
O -1.28 -0.14 -1.55
C -2.21 -1.19 -1.44
H 1.81 3.63 -4.89
H 0.87 4.26 -3.52
H 2.52 3.65 -3.26
H 2.93 1.42 -3.59
H 1.88 0.99 -4.96
H 2.05 -0.92 -3.59
H 0.41 -0.28 -3.33
H 0.66 1.59 -1.33
H 1.51 0.78 -0.01
H -0.73 0.29 0.38
H -0.01 -1.20 -0.31
H -1.72 -2.17 -1.48
H -2.90 -1.11 -2.27
H -2.78 -1.12 -0.50
*
```



This record from the OMol25 dataset describes a structure of composition C10H22HgN2O8 at a distorted geometry. The level of theory is ωB97M-V/def2-TZVPD.

Summary:
Maximum force = 17.42 eV/A
Electronic energy = -1258.267510 hartree
Relative energy (zero: lowest compared OMol25 entry of this formula, charge and spin) = 12.9011 eV
Kohn-Sham gap = 0.0577 Eh

Structure (ORCA input):
```
! wB97M-V def2-TZVPD RIJCOSX def2/J DEFGRID3
* xyz -2 1
Hg -1.25 0.45 -0.68
C -3.88 5.60 -2.43
O -4.92 5.64 -1.82
O -3.50 4.55 -1.91
O -4.39 5.16 -3.48
C -5.82 -1.34 -2.04
O -5.07 -0.65 -2.77
O -5.51 -0.70 -1.06
O -6.91 -0.83 -2.38
C -0.75 -3.86 4.34
C -1.24 -2.63 3.48
C -1.21 -1.29 4.30
O -1.56 -0.18 3.47
C -1.27 1.07 4.15
N -0.37 -2.54 2.39
H -1.33 -4.06 5.24
H 0.27 -3.74 4.72
H -0.88 -4.74 3.72
H -2.25 -2.76 3.09
H -0.17 -1.19 4.64
H -1.82 -1.29 5.20
H -0.19 1.13 4.33
H -1.73 1.12 5.14
H -1.69 1.84 3.51
H 0.55 -2.59 2.80
H -0.48 -3.47 2.01
C 4.90 2.21 -2.24
C 3.49 1.65 -2.48
C 3.41 0.37 -3.35
O 2.07 -0.13 -3.46
C 1.95 -1.41 -4.11
N 2.88 1.39 -1.20
H 5.54 1.48 -1.75
H 4.76 3.16 -1.72
H 5.44 2.40 -3.17
H 2.95 2.48 -2.94
H 4.00 -0.41 -2.87
H 3.77 0.58 -4.35
H 2.52 -2.15 -3.55
H 2.18 -1.42 -5.17
H 0.90 -1.70 -4.10
H 3.48 0.64 -0.89
H 3.14 2.15 -0.59
*
```



This record from the OMol25 dataset describes a cluster of 2 separate species, C10H22N3O2 in total at a distorted geometry. The level of theory is ωB97M-V/def2-TZVPD.

Summary:
Maximum force = 5.07 eV/A
Electronic energy = -708.534500 hartree
Relative energy (zero: lowest compared OMol25 entry of this formula, charge and spin) = 4.7896 eV
Kohn-Sham gap = 0.3346 Eh

Structure (ORCA input):
```
! wB97M-V def2-TZVPD RIJCOSX def2/J DEFGRID3
* xyz 1 1
C -1.14 -0.02 -0.55
C 0.58 -2.76 -0.84
C 0.78 -1.02 -2.64
C 2.53 -1.28 -0.75
C -2.96 1.23 -1.59
C -1.63 1.45 2.65
C 0.56 2.58 3.22
C 0.28 -0.12 -0.28
C 0.01 2.00 0.94
C 1.05 -1.29 -1.16
N 0.12 2.75 0.05
N -1.55 0.91 -1.34
N -0.25 1.86 2.24
O -2.04 -0.69 0.12
O 0.33 2.81 -1.17
H 0.63 -2.95 0.37
H -0.47 -2.98 -1.13
H 1.24 -3.46 -1.27
H 0.85 0.06 -2.75
H 1.51 -1.53 -3.34
H -0.30 -1.44 -2.99
H 3.07 -0.29 -1.15
H 2.66 -1.35 0.38
H 3.00 -2.22 -1.25
H -3.62 0.72 -0.83
H -2.91 2.36 -1.39
H -3.27 1.07 -2.72
H -2.04 2.10 3.57
H -2.31 1.53 1.72
H -1.47 0.32 2.93
H 1.62 2.75 2.90
H 0.07 3.64 3.24
H 0.49 2.10 4.12
H 0.93 0.74 -0.55
H 0.59 -0.50 0.79
H -0.80 1.63 -1.60
H -1.55 -1.48 0.43
*
```



This record from the OMol25 dataset describes a structure of composition C10H22N3O7S6Sc at a distorted geometry. The level of theory is ωB97M-V/def2-TZVPD.

Summary:
Maximum force = 2.37 eV/A
Electronic energy = -4235.149988 hartree
Relative energy (zero: lowest compared OMol25 entry of this formula, charge and spin) = 0.7306 eV
Kohn-Sham gap = 0.3219 Eh

Structure (ORCA input):
```
! wB97M-V def2-TZVPD RIJCOSX def2/J DEFGRID3
* xyz 0 1
Sc 1.43 0.03 0.35
C -3.28 -0.83 0.01
C -2.78 0.23 -0.96
S -1.09 -0.08 -1.48
C -1.01 1.09 -2.83
C -1.07 2.57 -2.43
S 0.08 3.01 -1.11
C -1.07 3.55 0.17
C -0.55 3.29 1.58
S -0.39 1.58 2.06
C -2.12 1.21 2.40
C -2.41 -0.28 2.60
S -2.09 -1.38 1.22
H -3.55 -1.73 -0.55
H -4.18 -0.47 0.51
H -2.83 1.22 -0.50
H -3.39 0.25 -1.86
H -1.82 0.86 -3.53
H -0.07 0.88 -3.33
H -2.08 2.87 -2.13
H -0.82 3.17 -3.31
H -2.02 3.02 0.03
H -1.26 4.61 0.04
H -1.22 3.77 2.30
H 0.44 3.73 1.71
H -2.74 1.60 1.58
H -2.37 1.75 3.31
H -3.46 -0.37 2.89
H -1.79 -0.68 3.41
O 2.54 -2.84 2.20
S 1.41 -1.97 2.07
O 0.25 -2.28 2.85
O 1.03 -1.87 0.55
O 1.80 -0.49 2.25
O 3.56 0.06 0.27
N 3.53 1.18 0.90
O 4.37 1.58 1.60
O 2.39 1.82 0.69
C 3.54 -3.98 -0.85
N 3.36 -2.66 -1.43
C 2.20 -2.18 -1.87
N 1.18 -3.03 -2.02
S 2.06 -0.54 -2.36
H 4.60 -4.23 -0.89
H 3.01 -4.72 -1.43
H 3.21 -3.99 0.20
H 4.05 -1.94 -1.23
H 1.12 -3.82 -1.40
H 0.30 -2.58 -2.22
*
```



This record from the OMol25 dataset describes a structure of composition C10H22N3O7S6Sc. The level of theory is ωB97M-V/def2-TZVPD.

Summary:
Maximum force = 0.68 eV/A
Electronic energy = -4235.163608 hartree
Relative energy (zero: lowest compared OMol25 entry of this formula, charge and spin) = 0.3600 eV
Kohn-Sham gap = 0.3213 Eh

Structure (ORCA input):
```
! wB97M-V def2-TZVPD RIJCOSX def2/J DEFGRID3
* xyz 0 1
Sc 0.09 0.98 0.99
C -0.02 -1.44 -3.15
C -0.19 -2.34 -1.92
S -1.11 -1.46 -0.62
C -1.45 -2.83 0.50
C -0.24 -3.44 1.19
S 0.85 -2.21 1.97
C 2.40 -2.55 1.07
C 3.28 -1.32 0.95
S 2.62 0.00 -0.08
C 2.89 -0.64 -1.76
C 2.20 0.22 -2.81
S 0.40 0.29 -2.78
H -0.96 -1.41 -3.69
H 0.72 -1.87 -3.82
H 0.78 -2.67 -1.55
H -0.76 -3.23 -2.19
H -1.99 -3.61 -0.05
H -2.14 -2.42 1.23
H 0.35 -4.04 0.51
H -0.60 -4.12 1.97
H 2.15 -2.94 0.08
H 2.95 -3.33 1.60
H 4.25 -1.62 0.55
H 3.46 -0.87 1.92
H 2.57 -1.68 -1.84
H 3.97 -0.61 -1.94
H 2.52 -0.13 -3.79
H 2.51 1.27 -2.72
O -0.41 4.41 -0.18
S 0.16 3.17 -0.61
O 0.72 3.12 -1.93
O -0.90 2.04 -0.43
O 1.18 2.64 0.41
O -0.17 2.20 2.81
N 0.98 1.88 3.23
O 1.63 2.51 4.00
O 1.39 0.77 2.71
C -3.44 3.89 1.06
N -3.04 2.67 1.73
C -3.09 1.46 1.19
N -3.71 1.29 0.01
S -2.41 0.12 2.02
H -3.59 4.66 1.81
H -4.39 3.74 0.55
H -2.67 4.22 0.36
H -2.44 2.74 2.54
H -3.73 2.07 -0.64
H -3.56 0.39 -0.42
*
```



This record from the OMol25 dataset describes the ion C10H22P with charge +1 at a distorted geometry. The level of theory is ωB97M-V/def2-TZVPD.

Summary:
Maximum force = 6.81 eV/A
Electronic energy = -735.256847 hartree
Relative energy (zero: lowest compared OMol25 entry of this formula, charge and spin) = 0.1846 eV
Kohn-Sham gap = 0.3484 Eh

Structure (ORCA input):
```
! wB97M-V def2-TZVPD RIJCOSX def2/J DEFGRID3
* xyz 1 1
C 2.04 0.35 0.58
C 0.89 0.52 -0.35
C 2.21 -0.58 1.72
C 3.15 1.10 0.14
C 0.89 1.25 -1.63
C -2.59 1.78 0.63
C -1.29 -2.11 -2.06
C -0.71 -0.52 2.03
C -2.08 0.62 -0.20
C -0.86 -1.97 -0.57
P -0.64 -0.34 0.19
H 2.95 -0.25 2.45
H 2.51 -1.58 1.30
H 1.33 -0.90 2.18
H 3.93 1.05 1.00
H 2.83 2.05 -0.38
H 3.70 0.64 -0.62
H 0.70 2.34 -1.45
H 1.84 1.19 -2.13
H 0.16 0.94 -2.35
H -2.86 2.63 0.05
H -3.57 1.49 1.15
H -1.83 2.08 1.43
H -2.36 -2.50 -2.26
H -1.19 -1.16 -2.49
H -0.51 -2.83 -2.57
H -1.83 -0.58 2.21
H -0.24 0.29 2.58
H -0.38 -1.49 2.09
H -1.96 0.94 -1.18
H -2.88 -0.10 -0.28
H 0.10 -2.45 -0.50
H -1.52 -2.66 0.07
*
```



This record from the OMol25 dataset describes a cluster of 3 separate species, C10H23BrFO9PS3 in total at a distorted geometry. The level of theory is ωB97M-V/def2-TZVPD.

Summary:
Maximum force = 2.21 eV/A
Electronic energy = -5281.771797 hartree
Kohn-Sham gap = 0.3399 Eh

Structure (ORCA input):
```
! wB97M-V def2-TZVPD RIJCOSX def2/J DEFGRID3
* xyz 0 1
C -3.79 1.42 1.73
C -2.41 0.83 1.72
F -2.41 -0.40 2.35
C -1.81 0.67 0.31
S -1.05 -1.00 0.18
O -2.73 0.87 -0.76
C -3.52 -0.20 -1.09
O -4.43 -0.62 -0.40
P -0.40 1.98 0.21
O 0.98 1.15 -0.04
Br -0.66 2.90 -1.80
H -3.90 2.03 2.61
H -3.95 2.05 0.88
H -4.53 0.64 1.79
H -1.76 1.46 2.31
H -0.53 -0.84 -1.04
H -3.36 -0.60 -2.09
H 1.26 0.78 0.81
O -1.14 -2.50 -2.96
S -1.03 -3.62 -3.85
O -2.03 -3.85 -4.83
O -0.83 -4.93 -2.97
C -1.77 -5.17 -1.90
C -3.09 -5.72 -2.41
C 0.55 -3.62 -4.62
H -1.91 -4.26 -1.33
H -1.28 -5.90 -1.26
H -3.63 -4.98 -2.99
H -3.71 -6.02 -1.57
H -2.92 -6.59 -3.05
H 1.32 -3.48 -3.86
H 0.56 -2.78 -5.32
H 0.69 -4.56 -5.15
O 2.03 4.32 2.32
S 3.09 3.45 1.93
O 3.04 2.06 2.27
O 4.47 4.06 2.45
C 4.55 4.42 3.85
C 4.76 3.21 4.74
C 3.40 3.61 0.21
H 3.67 4.98 4.14
H 5.41 5.09 3.91
H 3.88 2.57 4.76
H 4.96 3.54 5.77
H 5.60 2.61 4.39
H 3.48 4.67 -0.03
H 2.56 3.17 -0.31
H 4.32 3.08 -0.03
*
```



This record from the OMol25 dataset describes a structure of composition C10H23BrOSb at a distorted geometry. The level of theory is ωB97M-V/def2-TZVPD.

Summary:
Maximum force = 6.40 eV/A
Electronic energy = -3284.013596 hartree
Kohn-Sham gap = 0.2397 Eh

Structure (ORCA input):
```
! wB97M-V def2-TZVPD RIJCOSX def2/J DEFGRID3
* xyz -1 1
C -1.36 -1.71 -0.14
C -1.34 -0.63 0.62
C -1.31 0.51 1.78
Sb -0.89 -0.51 3.76
C 1.05 0.58 3.83
C 2.05 0.06 4.99
C 3.27 -0.88 4.44
Br 2.71 -2.21 3.07
H -1.32 -2.82 -0.47
H -2.29 1.12 1.82
H -0.43 1.22 1.54
H -0.20 -1.88 2.89
H -0.58 -1.36 5.26
H -1.73 0.75 4.63
H -2.45 -1.35 3.62
H 0.81 1.69 4.09
H 1.51 0.57 2.77
H 2.57 0.99 5.48
H 1.51 -0.55 5.82
H 4.11 -0.21 4.01
H 3.73 -1.41 5.37
C -0.22 0.12 -6.38
C -0.77 1.33 -5.64
O -1.79 1.01 -4.70
C -1.42 0.12 -3.65
C -0.29 0.64 -2.79
H -1.03 -0.40 -6.91
H 0.53 0.43 -7.11
H 0.24 -0.59 -5.71
H -1.22 2.02 -6.37
H 0.03 1.89 -5.15
H -1.19 -0.87 -4.06
H -2.31 -0.01 -3.03
H 0.63 0.78 -3.36
H -0.08 -0.07 -1.98
H -0.56 1.60 -2.35
*
```